DFT (ωB97M-V with the def2-TZVPD basis set) results for one molecule with the formula C21H23N3O3S.

Output
Energy relative to the best compared isomer or geometry (same formula, charge and spin) in eV: 0.245
Spin multiplicity: 1
Orbital gap in eV: 8.85
E_tot in eV: -43599.8127
Total charge: 0
SMILES string: CCOc1ccc2nc(N(Cc3ccccc3)C(=O)CCNC(C)=O)sc2c1

```
51
Properties=species:S:1:pos:R:3:lowdin_charge:R:1
S 0.43914 -0.03528 -0.07807 1.152
O 3.71634 1.21032 0.90357 0.049
O 0.72147 -3.00228 -4.38231 -0.048
O -0.94037 3.43534 2.36309 0.071
N -1.65570 0.89021 -1.31232 0.155
N 1.99931 1.90739 2.18785 0.050
N -1.34834 1.87590 0.79464 -0.010
C 0.03004 -0.69377 -1.62981 -0.438
C -2.41117 -2.26871 2.07274 -0.077
C 0.70320 -1.67343 -2.33951 -0.028
C -2.58941 1.46395 1.46279 -0.073
C -1.68537 -2.31787 3.25052 -0.090
C 2.84170 -0.30602 2.56125 -0.011
C 0.19481 -2.04950 -3.57589 -0.266
C 1.95450 -3.61330 -4.05015 -0.243
C -1.29099 -1.14220 3.86791 -0.084
C -0.97285 1.05095 -0.24694 -0.561
C -0.59556 2.87778 1.34256 -0.454
C 2.91257 0.99197 1.78294 -0.603
C -1.63269 -0.46360 -3.36595 -0.003
C -1.61862 0.07822 3.30560 -0.041
C 1.85939 3.20657 1.57609 -0.159
C -2.73721 -1.04754 1.50850 -0.047
C 0.66922 3.26278 0.60459 -0.074
C -2.34679 0.13436 2.12313 -0.221
C -0.97342 -1.43933 -4.07014 0.002
C 3.15202 -2.71052 -4.32930 -0.061
C -1.13342 -0.06962 -2.12585 -0.312
H -1.42640 -3.27103 3.68712 0.101
H 3.14973 -2.40935 -5.37379 0.080
H 1.99672 -4.49585 -4.69441 0.123
H 3.57002 -1.00438 2.16046 0.083
H 1.59164 -2.11301 -1.91787 0.108
H 1.31474 1.65100 2.88132 0.134
H 0.55134 4.29169 0.25951 0.132
H -1.33374 -1.76631 -5.03230 0.118
H 1.84573 -0.73751 2.48607 0.050
H 0.84936 2.62400 -0.25729 0.091
H 3.12037 -1.81489 -3.71393 0.068
H -2.52328 0.00472 -3.75180 0.116
H -2.71975 -3.18329 1.58823 0.104
H -3.29456 -1.00962 0.58317 0.116
H -0.72512 -1.17798 4.78748 0.103
H 2.78682 3.40692 1.03583 0.124
H -1.31301 0.99983 3.78035 0.113
H 3.06565 -0.11848 3.60910 0.084
H 1.95058 -3.94906 -3.00608 0.116
H 4.07175 -3.24907 -4.11898 0.078
H -2.82042 2.24059 2.19452 0.128
H 1.71546 3.95350 2.36111 0.125
H -3.37901 1.40212 0.71136 0.129
```

DFT (ωB97M-V with the def2-TZVPD basis set) results for one molecule with the formula C21H23N3O3S.

Output
Energy relative to the best compared isomer or geometry (same formula, charge and spin) in eV: 0.808
Spin multiplicity: 1
Orbital gap in eV: 8.54
E_tot in eV: -43599.2491
Total charge: 0
SMILES string: O=C(CSc1nc2ccccc2c(=O)n1Cc1ccco1)N1CCCCCC1

```
51
Properties=species:S:1:pos:R:3:lowdin_charge:R:1
S -1.80884 1.11417 2.24069 1.075
O 0.49224 4.16093 -0.87363 0.088
O -2.19117 1.41823 -1.20042 0.041
O -2.81585 -1.27217 0.72683 0.030
N -0.48683 2.68216 0.54961 0.017
N -0.74588 -2.15685 0.71330 -0.032
N 0.70816 0.90472 1.52096 0.103
C 0.61032 3.18243 -0.16609 -0.351
C -4.06830 2.20944 -0.30482 -0.030
C 3.01976 2.82809 -0.60906 -0.004
C -1.78112 3.29820 0.31107 -0.081
C 0.56637 -2.32354 1.31664 -0.162
C -1.44013 -0.63944 2.54541 -0.321
C -1.07782 -2.86752 -0.50823 -0.135
C -1.71896 -1.38713 1.24364 -0.521
C -3.21854 0.69253 -1.67686 -0.124
C -4.39600 1.13520 -1.16766 -0.054
C 1.84472 2.43551 0.03445 -0.064
C 4.18263 2.11929 -0.41211 -0.074
C 0.94688 -2.52105 -2.02327 -0.207
C -0.51405 -2.17905 -1.75344 -0.167
C 3.04041 0.60863 1.07645 -0.028
C -2.71370 2.33987 -0.36194 -0.314
C 1.84573 1.31193 0.87781 -0.218
C 1.87747 -2.13355 -0.87788 -0.193
C 4.18891 1.01274 0.43633 -0.069
C 1.62620 -2.93430 0.40144 -0.175
C -0.37171 1.58293 1.34492 -0.539
H 5.10771 0.46714 0.59400 0.106
H -2.98209 -0.10317 -2.35377 0.118
H 2.54693 -2.96282 0.98929 0.110
H 0.92956 -1.33737 1.61727 0.076
H 3.04284 -0.24068 1.74159 0.111
H 1.26726 -2.00045 -2.92838 0.110
H -2.17932 -0.95142 3.28358 0.092
H 1.77428 -1.06793 -0.66644 0.099
H 1.38031 -3.96673 0.14906 0.107
H -1.57879 4.16392 -0.33246 0.135
H -5.37183 0.74392 -1.36545 0.103
H -0.43793 -0.71373 2.95003 0.061
H -0.62561 -1.09994 -1.63033 0.111
H -2.21978 3.64253 1.25175 0.128
H 2.90681 -2.30400 -1.20134 0.111
H -4.74224 2.79817 0.28222 0.111
H -1.11033 -2.48118 -2.61673 0.112
H 1.03694 -3.59423 -2.21209 0.112
H 2.98355 3.69400 -1.25250 0.120
H 0.47410 -2.95651 2.21114 0.130
H -2.16919 -2.87355 -0.56633 0.119
H 5.09269 2.42056 -0.90791 0.103
H -0.72679 -3.89893 -0.44031 0.126
```

DFT (ωB97M-V with the def2-TZVPD basis set) results for one molecule with the formula C21H23N3O4S2.

Output
Energy relative to the best compared isomer or geometry (same formula, charge and spin) in eV: 1.612
Spin multiplicity: 1
Orbital gap in eV: 8.82
E_tot in eV: -56481.8333
Total charge: 0
SMILES string: COc1ccc(C(C)(C)C)cc1NC(=O)c1ccc2c(c1)SC1=NS(=O)(=O)CCN12

```
53
Properties=species:S:1:pos:R:3:lowdin_charge:R:1
S 3.60069 2.28767 -2.94767 0.592
S 0.03299 2.07267 -0.77079 1.128
O 4.42335 3.26350 -2.29522 -0.296
O 3.59709 2.23470 -4.37235 -0.294
O -0.65047 -0.59418 4.86607 0.088
O -4.69102 -0.89615 2.76078 -0.086
N -2.10441 -1.22421 3.27566 0.163
N 2.41064 1.10290 -0.49926 -0.031
N 2.05030 2.44661 -2.42233 -0.064
C -2.55667 -1.47599 1.97365 -0.168
C -1.70509 -1.92039 0.97286 0.033
C -3.49268 -1.88288 -0.58891 -0.028
C 0.24153 -2.65848 -0.99633 -0.049
C -3.92138 -1.29034 1.70165 -0.213
C 1.68429 1.89551 -1.33796 -0.643
C 0.38309 1.06308 0.62046 -0.432
C -1.20691 -2.48844 -1.46384 -0.549
C -1.23624 -1.38037 -2.52681 -0.034
C -0.49078 0.66762 1.61209 -0.026
C 1.72042 0.64407 0.60799 -0.235
C 3.80605 0.81320 -0.76689 -0.156
C -6.07246 -0.72455 2.55423 -0.079
C -0.93130 -0.67584 3.68826 -0.432
C -0.01873 -0.17699 2.61106 -0.155
C -2.14397 -2.09763 -0.33228 -0.169
C -4.37481 -1.50955 0.41038 -0.003
C 4.04148 0.65382 -2.25328 -0.175
C 1.32394 -0.54505 2.63827 -0.003
C 2.19945 -0.14524 1.64483 0.007
C -1.67402 -3.81476 -2.07820 -0.041
H -1.67165 -4.59939 -1.32473 0.090
H 4.07522 -0.09591 -0.22259 0.124
H 0.32621 -3.45617 -0.26219 0.090
H 3.23329 -0.44820 1.68628 0.109
H -6.47907 -0.43024 3.52036 0.096
H -1.00846 -4.10932 -2.88649 0.084
H -0.68260 -2.12004 1.24040 0.112
H -5.41566 -1.37309 0.16397 0.106
H -6.54783 -1.65505 2.22875 0.098
H -0.94776 -0.42745 -2.08804 0.058
H 1.67507 -1.16425 3.44888 0.126
H 0.62362 -1.73611 -0.56386 0.068
H 4.42814 1.64607 -0.41416 0.136
H -6.27336 0.06383 1.82243 0.097
H -2.22844 -1.26870 -2.95363 0.079
H -2.67967 -3.73094 -2.47963 0.076
H -0.54524 -1.61470 -3.33366 0.087
H -1.51426 1.00350 1.59731 0.134
H 5.08369 0.45663 -2.47746 0.112
H 0.86635 -2.91986 -1.84810 0.087
H 3.39680 -0.08721 -2.71697 0.110
H -3.88460 -2.01402 -1.58505 0.111
H -2.78847 -1.37908 4.00745 0.160
```

DFT (ωB97M-V with the def2-TZVPD basis set) results for one molecule with the formula C21H23N3O5.

Output
Energy relative to the best compared isomer or geometry (same formula, charge and spin) in eV: 2.313
Spin multiplicity: 1
Orbital gap in eV: 8.61
E_tot in eV: -36857.6596
Total charge: 0
SMILES string: C/C(CC(=O)Nc1ccc2c(c1)OCCO2)=N\NC(=O)COc1cccc(C)c1

```
52
Properties=species:S:1:pos:R:3:lowdin_charge:R:1
O 3.08277 -0.09249 2.54543 0.092
O -1.26475 -3.65652 -0.36178 -0.047
O -3.39498 -2.83611 -2.07964 -0.028
O 0.85705 2.50272 3.14872 -0.065
O 1.32984 1.41324 -3.65797 0.076
N 3.06454 1.37558 0.15885 0.108
N 1.39727 -0.02852 -1.88099 0.141
N 2.72061 1.83970 1.38195 0.065
C 0.01050 -1.81725 -1.13318 0.060
C 1.87612 0.94971 -2.68449 -0.466
C 2.49411 3.54658 -0.88408 -0.005
C -1.73367 1.84437 0.69025 -0.068
C 1.96262 1.76805 3.63341 -0.101
C 2.97228 2.12224 -0.86703 -0.331
C -1.36755 -0.18789 1.92145 -0.258
C -0.09328 1.79286 2.43928 -0.268
C 2.66536 1.03577 2.47854 -0.462
C -2.32879 -4.51173 -0.71446 -0.143
C -1.70088 -1.61741 2.21480 -0.031
C -2.00282 -1.08432 -2.88038 0.012
C 0.18609 -0.72248 -1.97080 -0.213
C -0.78269 2.49329 1.45350 -0.024
C -2.19255 -2.17225 -2.03879 -0.211
C -0.82407 -0.36727 -2.86048 -0.008
C -0.38624 0.45621 2.66441 0.029
C -2.02290 0.51038 0.91654 -0.052
C -3.59272 -3.69588 -0.98123 -0.150
C -1.16143 -2.55609 -1.17724 -0.211
C 3.23830 1.46144 -2.18086 -0.049
H -2.76630 0.01287 0.31195 0.109
H 2.32967 2.77675 1.47011 0.137
H 3.91627 0.61847 -2.05383 0.125
H -0.56660 3.54071 1.30594 0.112
H 1.53020 3.63227 -0.37921 0.074
H -0.68300 0.46639 -3.52622 0.100
H -2.06937 -5.08001 -1.61804 0.140
H -1.53920 -1.84386 3.26616 0.083
H 3.63883 2.16208 -2.91126 0.123
H -3.83847 -3.10979 -0.08441 0.129
H 1.98144 -0.28422 -1.09231 0.133
H -1.07076 -2.28275 1.62649 0.070
H -2.46681 -5.19648 0.12348 0.134
H 0.78456 -2.11892 -0.44448 0.134
H 0.13593 -0.10227 3.42535 0.121
H -2.80269 -0.81382 -3.55046 0.122
H 1.68541 1.04655 4.40837 0.129
H 2.37285 3.88820 -1.90704 0.086
H -2.25269 2.38355 -0.08773 0.107
H -4.43439 -4.34064 -1.23810 0.133
H -2.73901 -1.82669 1.96618 0.077
H 2.63854 2.50736 4.07320 0.138
H 3.20746 4.19833 -0.37788 0.092
```

DFT (ωB97M-V with the def2-TZVPD basis set) results for C21H23N5SZr as an isolated structure.

Output
Energy relative to the best compared isomer or geometry (same formula, charge and spin) in eV: 0.000
Spin multiplicity: 1
Orbital gap in eV: 6.19
E_tot in eV: -41678.1836
Total charge: +4

```
51
Properties=species:S:1:pos:R:3:lowdin_charge:R:1
Zr -0.07896 0.60609 0.83398 1.715
S -0.17917 -1.29057 -0.67245 0.722
N 0.20307 -3.81808 -1.42697 -0.111
N -0.09854 -3.67157 0.75798 0.065
N 1.99705 1.19034 0.56096 -0.067
N -2.12752 1.31380 0.60552 -0.065
N -0.03210 2.53035 -0.16573 -0.019
C 3.64529 2.59903 -0.42541 0.079
C 0.42303 -3.52536 -2.84622 0.026
C -0.02151 -3.04048 -0.40687 -0.639
C -4.44320 0.85110 0.81496 0.064
C 2.44933 -0.85162 1.77736 -0.010
C 4.27768 0.57731 0.73931 0.064
C 2.33826 2.32696 -0.10196 -0.168
C -0.00939 -5.14514 0.54770 -0.042
C -2.40815 2.47157 -0.05107 -0.169
C -2.71190 -0.69661 1.83191 -0.017
C -3.69941 2.83051 -0.35124 0.079
C -4.73461 2.00071 0.09501 0.081
C -1.17866 4.53374 -0.82285 0.078
C 2.93946 0.32452 0.98917 -0.279
C 1.22036 4.45970 -0.85131 0.078
C 0.25737 -5.23682 -0.96525 -0.026
C 1.15888 3.15367 -0.41365 -0.151
C 0.03843 5.16080 -1.06260 0.086
C -1.18726 3.22525 -0.38632 -0.151
C 4.63026 1.70418 0.00947 0.080
C -3.12047 0.51103 1.04532 -0.280
H 1.24253 -5.63695 -1.20239 0.151
H -2.68802 -1.60197 1.22400 0.094
H 3.92373 3.48313 -0.98173 0.147
H -3.37751 -0.85781 2.68228 0.130
H 5.03057 -0.10515 1.11328 0.155
H 5.67270 1.90151 -0.20948 0.156
H -1.71600 -0.58527 2.33124 0.058
H -0.95089 -5.60829 0.83444 0.143
H 0.32502 -2.45978 -3.03240 0.069
H 1.45189 -0.68104 2.26164 0.055
H -0.49869 -5.80707 -1.50304 0.152
H 2.17595 4.93907 -1.01350 0.147
H 1.42220 -3.86401 -3.11464 0.122
H -2.10607 5.07157 -0.96302 0.147
H 0.06596 6.19135 -1.39612 0.159
H 0.80268 -5.54790 1.14646 0.140
H -0.52584 -3.25991 1.57315 0.145
H -0.32826 -4.06880 -3.41684 0.125
H -3.92637 3.73314 -0.90096 0.146
H -5.76537 2.26596 -0.10682 0.156
H 2.36601 -1.75977 1.17965 0.095
H -5.23266 0.21617 1.19697 0.155
H 3.08885 -1.05262 2.63909 0.132
```